Record 1
{
  "formula": "C17H17ClF6I2NO11P4",
  "method": "ωB97M-V/def2-TZVPD",
  "symbols": ["C", "C", "C", "C", "C", "P", "O", "O", "O", "C", "O", "C", "C", "C", "C", "I", "C", "C", "I", "C", "C", "O", "N", "O", "C", "P", "O", "O", "O", "C", "P", "O", "Cl", "C", "O", "H", "H", "H", "H", "H", "H", "H", "H", "H", "H", "H", "H", "H", "H", "H", "H", "H", "F", "P", "F", "F", "F", "F", "F"],
  "xyz": [[-1.1101, -4.0427, 3.2087], [-1.4397, -2.5572, 3.2113], [-2.8742, -2.2835, 2.6673], [-2.8039, -1.1414, 1.7096], [-3.1512, 0.1363, 1.9293], [-3.8656, 0.6996, 3.4861], [-2.9166, 0.6438, 4.5967], [-5.1861, -0.1900, 3.7026], [-4.4361, 2.1585, 3.2673], [-2.9223, 1.1144, 0.8256], [-3.7379, 1.9645, 0.5493], [-1.6837, 0.9095, 0.0081], [-1.3775, -0.4186, -0.2688], [-0.2768, -0.7356, -1.0649], [0.1001, -2.1621, -1.2735], [1.3971, -2.8470, 0.2083], [-0.3708, -2.8817, -2.2858], [-1.3292, -2.2990, -3.2868], [0.1547, -4.8687, -2.5697], [0.4772, 0.3010, -1.6385], [1.6705, -0.1144, -2.4763], [2.7927, -0.3506, -1.6306], [3.2121, 0.9078, -1.0276], [3.8486, 0.7178, -0.0925], [0.1423, 1.6524, -1.3777], [1.0748, 2.9422, -2.2896], [1.8077, 2.5055, -3.4818], [2.0022, 3.6400, -1.2145], [-0.0673, 3.9994, -2.6947], [-0.9177, 1.9701, -0.4875], [-1.4864, 3.6770, 0.0815], [-0.1541, 4.5803, 0.0532], [-1.4613, 3.2828, 2.1211], [-2.2408, -1.4678, 0.3539], [-2.5287, -2.5097, -0.1824], [-1.2604, -4.4689, 2.2153], [-0.0676, -4.2188, 3.4701], [-1.7430, -4.5800, 3.9158], [-0.6981, -1.9960, 2.6432], [-1.4099, -2.1879, 4.2354], [-3.2022, -3.1637, 2.1164], [-3.5206, -2.0661, 3.5125], [-5.2954, -0.8753, 3.0354], [-5.1800, 2.1837, 2.6533], [-1.4080, -2.9259, -4.1699], [-1.0370, -1.2885, -3.5687], [-2.3220, -2.2598, -2.8311], [1.9044, 0.5889, -3.2639], [1.4834, -1.0786, -2.9418], [2.6363, 4.2234, -1.6582], [-0.8228, 3.5273, -3.0654], [0.6020, 4.1764, 0.5007], [6.4286, 1.0875, 0.0411], [7.2903, 1.3544, -1.3424], [6.8556, 0.4707, -2.6775], [8.0253, -0.0459, -0.8498], [7.7499, 2.7584, -0.6009], [5.9596, 2.2258, -1.8259], [8.6896, 1.6259, -2.1802]],
  "total_energy_ha": -4560.984691,
  "total_charge": -1,
  "homo_energy_ev": -7.25,
  "lumo_ev": -0.01,
  "homo_lumo_gap_ev": 7.2
}


Record 2
{
  "formula": "C3H11N2S",
  "method": "ωB97M-V/def2-TZVPD",
  "symbols": ["C", "C", "S", "H", "H", "H", "H", "H", "H", "N", "C", "N", "H", "H", "H", "H", "H"],
  "xyz": [[-2.1728, -1.2605, -0.9733], [-2.9549, -0.3145, -0.0580], [-1.9219, 1.1400, 0.3656], [-1.8029, -0.5597, -1.6746], [-2.6129, -2.2066, -1.3869], [-1.3159, -1.7492, -0.3809], [-3.8531, 0.1687, -0.4798], [-3.2044, -0.9691, 0.8113], [-1.9348, 0.7479, 1.5901], [1.6034, 0.3471, 0.2482], [2.7952, 0.7213, -0.2131], [3.7690, 0.7981, 0.6382], [1.4549, 0.1277, 1.3055], [0.9144, 0.2121, -0.4975], [2.8323, 1.3720, -1.0594], [4.6558, 1.0874, 0.2524], [3.7486, 0.3375, 1.5122]],
  "total_energy_ha": -628.318760,
  "total_charge": 1,
  "relative_energy_ev": 1.5890,
  "homo_energy_ev": -12.27,
  "lumo_ev": -4.28,
  "homo_lumo_gap_ev": 8.0
}


Record 3
{
  "formula": "C21H33B2F17N6O9S3",
  "method": "ωB97M-V/def2-TZVPD",
  "symbols": ["C", "C", "N", "C", "C", "N", "C", "C", "H", "H", "H", "H", "H", "H", "H", "H", "H", "H", "H", "C", "C", "N", "C", "C", "N", "C", "C", "H", "H", "H", "H", "H", "H", "H", "H", "H", "H", "H", "C", "C", "N", "C", "C", "N", "C", "C", "H", "H", "H", "H", "H", "H", "H", "H", "H", "H", "H", "B", "F", "F", "F", "F", "B", "F", "F", "F", "F", "C", "F", "F", "F", "S", "O", "O", "O", "C", "F", "F", "F", "S", "O", "O", "O", "C", "F", "F", "F", "S", "O", "O", "O"],
  "xyz": [[5.0030, 0.6291, -5.4490], [4.3402, 1.8173, -4.7261], [4.8501, 1.8613, -3.3945], [6.0301, 2.4177, -2.9758], [6.0668, 2.4661, -1.5339], [4.8383, 1.9002, -1.1194], [4.2673, 1.3251, -2.2456], [4.4251, 1.8744, 0.2078], [4.4812, -0.3092, -5.2610], [6.0929, 0.6190, -5.4582], [4.8683, 0.8352, -6.5109], [3.2672, 1.7753, -4.9130], [4.6538, 2.7344, -5.2249], [6.8084, 2.6197, -3.6968], [6.7224, 2.9065, -0.7972], [3.2552, 0.9567, -2.3253], [5.2561, 1.4823, 0.7942], [3.6398, 1.1370, 0.3738], [4.0739, 2.8535, 0.5335], [-0.8897, -4.4672, 1.8493], [-0.1902, -3.9079, 0.5496], [-0.3043, -2.4630, 0.5584], [-1.3875, -1.7419, 0.2128], [-1.0386, -0.3660, 0.1994], [0.2269, -0.2300, 0.5666], [0.6722, -1.5120, 0.8857], [0.8124, 1.0174, 0.9477], [-1.2476, -5.4952, 1.7942], [-1.8207, -3.9570, 2.0964], [-0.1684, -4.3608, 2.6596], [-0.7347, -4.2485, -0.3311], [0.8396, -4.2469, 0.4370], [-2.2872, -2.2525, -0.0974], [-1.7048, 0.4720, 0.0575], [1.6480, -1.7317, 1.2930], [1.3807, 1.4575, 0.1283], [1.5016, 0.8071, 1.7656], [0.0293, 1.7127, 1.2501], [-5.3992, 0.2472, -0.6235], [-5.6667, 1.0198, 0.7036], [-4.4359, 1.1511, 1.5342], [-3.6163, 2.2254, 1.5851], [-2.7471, 1.9502, 2.5904], [-2.8560, 0.6384, 3.1131], [-3.9734, 0.2132, 2.4948], [-1.8993, -0.0403, 3.9957], [-6.3580, -0.1222, -0.9875], [-5.0013, -0.7179, -0.3100], [-4.8549, 0.8952, -1.3105], [-6.4513, 0.4207, 1.1657], [-6.1467, 1.9771, 0.5006], [-3.7934, 3.0475, 0.9074], [-1.9386, 2.6182, 2.8481], [-4.5367, -0.6832, 2.7081], [-0.9122, -0.0664, 3.5342], [-2.3431, -1.0338, 4.0597], [-1.8953, 0.4690, 4.9594], [2.8618, -1.2090, 3.7435], [1.5200, -0.9270, 3.9032], [3.0617, -2.6070, 3.5225], [3.3781, -0.6394, 2.6409], [3.5622, -0.7898, 4.8206], [-1.3291, 2.3065, -1.9996], [-2.6644, 1.9188, -1.7328], [-1.2149, 3.1256, -3.0867], [-0.9579, 3.2351, -1.0813], [-0.3684, 1.2266, -2.0037], [4.1569, -2.5415, -0.6305], [4.4630, -3.4805, 0.2661], [3.5701, -1.5717, 0.1216], [5.2943, -1.9448, -1.1213], [3.0045, -2.8627, -2.0564], [2.1585, -3.8749, -1.4924], [2.3626, -1.5495, -2.2331], [3.8740, -3.3366, -3.1365], [-4.9629, -6.2102, -1.4844], [-5.7608, -6.9331, -0.6890], [-3.7553, -6.8239, -1.7460], [-5.5390, -5.9761, -2.6526], [-4.8325, -4.5210, -0.7063], [-4.3055, -4.6131, 0.6083], [-4.0280, -3.6471, -1.6588], [-6.2203, -3.9767, -0.6793], [-2.2159, 6.3186, 2.0011], [-2.2894, 6.3247, 3.3761], [-3.1372, 5.6335, 1.4381], [-2.2363, 7.5983, 1.6485], [-0.4721, 5.5566, 1.4493], [0.4683, 6.4095, 2.2068], [-0.4947, 4.1404, 1.8721], [-0.4031, 5.6442, 0.0032]],
  "total_energy_ha": -4768.074470,
  "total_charge": -3,
  "multiplicity": 2,
  "homo_energy_ev": [2.11, -1.85],
  "s_squared": 0.76,
  "lumo_ev": [4.75, 4.75],
  "homo_lumo_gap_ev": [2.6, 6.6]
}


Record 4
{
  "formula": "C20H43OP3SSc",
  "method": "ωB97M-V/def2-TZVPD",
  "symbols": ["Sc", "P", "P", "P", "H", "C", "C", "H", "C", "C", "C", "C", "C", "C", "C", "C", "C", "H", "H", "H", "H", "H", "H", "H", "H", "H", "H", "H", "H", "H", "H", "H", "H", "H", "H", "H", "H", "H", "H", "H", "H", "H", "H", "H", "H", "H", "C", "C", "C", "C", "C", "C", "S", "H", "H", "H", "H", "H", "H", "C", "C", "C", "O", "H", "H", "H", "H", "H", "H"],
  "xyz": [[-0.2141, -0.4237, -0.9416], [2.0232, 0.8643, 0.3349], [-2.0212, 1.6152, -0.4574], [0.7505, 1.5276, -2.8647], [-0.9317, -3.3144, 0.8258], [-0.2919, -3.3269, -0.0573], [0.9460, -2.7710, -0.1263], [1.5746, -2.6485, 0.7529], [2.5754, 0.4353, 2.0277], [1.8066, 2.6666, 0.6561], [3.6806, 0.8154, -0.4955], [-3.6393, 1.2750, -1.2617], [-2.6940, 1.8804, 1.2442], [-1.9779, 3.4002, -0.9074], [2.1947, 0.9226, -3.8407], [1.3841, 3.2616, -2.6221], [-0.4143, 1.9158, -4.2272], [-0.6973, -3.8922, -0.9150], [1.4754, -2.7010, -1.1002], [2.4756, -0.6388, 2.2060], [2.0010, 0.9755, 2.7874], [3.6296, 0.7213, 2.1371], [1.0543, 2.7978, 1.4433], [1.4549, 3.2033, -0.2283], [2.7584, 3.1046, 0.9915], [3.8208, -0.1962, -0.9162], [4.4530, 0.9952, 0.2712], [3.7710, 1.5589, -1.3049], [-4.3477, 2.0910, -1.0704], [-4.0599, 0.3393, -0.8798], [-3.4905, 1.1741, -2.3421], [-3.5044, 2.6257, 1.2140], [-1.9118, 2.2473, 1.9183], [-3.0867, 0.9446, 1.6588], [-2.8821, 3.8979, -0.5364], [-1.9337, 3.5412, -1.9913], [-1.1136, 3.9033, -0.4656], [1.8910, 0.9079, -4.8942], [2.4821, -0.0914, -3.5439], [3.0674, 1.5880, -3.7337], [1.5621, 3.6899, -3.6212], [2.3318, 3.2943, -2.0676], [0.6350, 3.8808, -2.1128], [-0.0397, 1.4344, -5.1349], [-0.4554, 3.0061, -4.3889], [-1.4267, 1.5306, -4.0425], [-0.8122, -2.9993, -4.3997], [-1.8902, -2.7427, -5.2920], [-1.8740, -3.2691, -6.5960], [-0.8133, -4.0681, -7.0327], [0.0943, -4.5397, -6.0773], [0.0909, -4.0396, -4.7560], [-0.4799, -1.7800, -3.0214], [-1.2603, -1.9459, -1.7597], [-2.7046, -2.0768, -4.9951], [-2.6465, -3.0292, -7.3355], [-0.6888, -4.3312, -8.1003], [0.8258, -5.2886, -6.4096], [0.8199, -4.4300, -4.0293], [-0.1793, -2.3091, 2.9335], [-0.4985, -0.9752, 2.3633], [-0.7599, 0.0702, 3.4097], [-0.5364, -0.6884, 1.1185], [-0.9751, -2.5361, 3.6735], [0.8019, -2.2686, 3.4607], [-0.1199, -3.1174, 2.2019], [-0.2876, 1.0329, 3.1637], [-1.8462, 0.1818, 3.5685], [-0.3436, -0.2541, 4.3792]],
  "total_energy_ha": -3045.080774,
  "total_charge": 3,
  "relative_energy_ev": 1.2102,
  "homo_energy_ev": -17.18,
  "lumo_ev": -10.46,
  "homo_lumo_gap_ev": 6.7
}


Record 5
{
  "formula": "C2H6FN",
  "method": "ωB97M-V/def2-TZVPD",
  "symbols": ["C", "C", "N", "F", "H", "H", "H", "H", "H", "H"],
  "xyz": [[0.5962, 0.7173, 0.4454], [-0.2117, 0.0479, -0.5642], [-0.7410, -1.2102, -0.2943], [-1.6290, 1.1922, -0.9202], [0.4786, 0.1991, 1.5206], [0.4706, 1.8702, 0.6219], [1.6927, 0.5442, 0.2208], [0.2026, 0.0989, -1.6102], [-1.0718, -1.5536, 0.6105], [-0.9467, -1.7992, -1.0593]],
  "total_energy_ha": -234.374013,
  "total_charge": 0,
  "relative_energy_ev": 1.0156,
  "homo_energy_ev": -10.24,
  "lumo_ev": 0.92,
  "homo_lumo_gap_ev": 11.2
}


Record 6
{
  "formula": "C42H58N10O7P2",
  "method": "ωB97M-V/def2-TZVPD",
  "symbols": ["C", "O", "C", "O", "P", "O", "O", "O", "P", "O", "O", "H", "H", "H", "H", "H", "H", "H", "H", "N", "C", "C", "C", "C", "H", "H", "H", "H", "H", "N", "C", "C", "C", "C", "H", "H", "H", "H", "H", "N", "C", "C", "C", "C", "H", "H", "H", "H", "H", "N", "C", "C", "C", "C", "H", "H", "H", "H", "H", "N", "C", "C", "C", "C", "H", "H", "H", "H", "H", "N", "C", "C", "C", "C", "H", "H", "H", "H", "H", "N", "C", "C", "C", "C", "H", "H", "H", "H", "H", "N", "C", "C", "C", "C", "H", "H", "H", "H", "H", "N", "C", "C", "C", "C", "H", "H", "H", "H", "H", "N", "C", "C", "C", "C", "H", "H", "H", "H", "H"],
  "xyz": [[-0.8094, 3.8919, 2.6385], [-1.2204, 2.6314, 2.1271], [-2.5696, 2.5570, 1.8594], [-2.8934, 1.1668, 1.7794], [-2.1409, 0.4157, 0.5688], [-3.1298, -0.3446, -0.1382], [-1.0706, -0.5739, 1.1331], [-1.4794, 1.4489, -0.4388], [0.1848, 1.3645, -0.7520], [0.8630, 2.2628, 0.4005], [0.3046, 2.4307, -1.9344], [-1.2255, 4.7329, 2.0980], [-0.9978, 3.9294, 3.7045], [0.2595, 3.9391, 2.5112], [-3.1715, 3.0087, 2.6379], [-2.8452, 3.0427, 0.9257], [-1.5692, -1.3926, 1.3125], [1.6042, 1.7378, 0.7429], [-0.1135, 2.0806, -2.7393], [1.3368, -1.6981, 4.5373], [0.9508, -2.0239, 5.8111], [-0.4066, -1.8676, 5.8913], [-0.8586, -1.4319, 4.6152], [0.2391, -1.3390, 3.8012], [2.2794, -1.7204, 4.1948], [1.6738, -2.3393, 6.5451], [-1.0095, -2.0459, 6.7652], [-1.8747, -1.2127, 4.3302], [0.3313, -1.0489, 2.7701], [4.9927, -1.7058, 6.4937], [4.9684, -2.8862, 5.7967], [5.9560, -3.6890, 6.2960], [6.6005, -2.9680, 7.3371], [5.9833, -1.7509, 7.4362], [4.3800, -0.9269, 6.3393], [4.2531, -3.0528, 5.0092], [6.1902, -4.6827, 5.9550], [7.4227, -3.3063, 7.9440], [6.1622, -0.9172, 8.0923], [2.3076, 4.8632, 0.1433], [3.6583, 4.7877, 0.3363], [4.1077, 6.0334, 0.6888], [2.9804, 6.8952, 0.7119], [1.8871, 6.1420, 0.3720], [1.7150, 4.0942, -0.1258], [4.1834, 3.8555, 0.2066], [5.1288, 6.2975, 0.9058], [2.9737, 7.9457, 0.9492], [0.8490, 6.4071, 0.2719], [0.8958, -5.5201, 5.3018], [0.9135, -6.6787, 4.5758], [1.5430, -7.6354, 5.3260], [1.9165, -7.0295, 6.5558], [1.5013, -5.7257, 6.5101], [0.4997, -4.6480, 4.9957], [0.4792, -6.7226, 3.5921], [1.7159, -8.6555, 5.0280], [2.4299, -7.4973, 7.3785], [1.5851, -4.9306, 7.2302], [-5.3016, -0.6783, 1.9902], [-6.2643, -0.5512, 2.9539], [-7.1486, -1.5868, 2.8083], [-6.6974, -2.3725, 1.7139], [-5.5560, -1.7861, 1.2322], [-4.5258, -0.0485, 1.8640], [-6.2384, 0.2625, 3.6585], [-8.0195, -1.7621, 3.4173], [-7.1581, -3.2646, 1.3246], [-4.9068, -2.0567, 0.4192], [-1.8009, -0.6902, -3.0990], [-3.0620, -1.0566, -3.4728], [-2.9727, -1.6775, -4.6899], [-1.6001, -1.6898, -5.0609], [-0.9006, -1.0755, -4.0572], [-1.5704, -0.2105, -2.2497], [-3.9069, -0.8448, -2.8414], [-3.7982, -2.0808, -5.2524], [-1.1777, -2.1023, -5.9623], [0.1528, -0.8802, -3.9422], [-0.7512, 7.6433, 2.4567], [0.1935, 7.9948, 3.3827], [-0.4567, 8.3023, 4.5464], [-1.8484, 8.1250, 4.3158], [-1.9983, 7.7159, 3.0191], [-0.5590, 7.3742, 1.5105], [1.2408, 7.9956, 3.1334], [0.0117, 8.6186, 5.4626], [-2.6462, 8.2802, 5.0218], [-2.8791, 7.4724, 2.4502], [5.4034, 3.4402, -2.8575], [5.9135, 2.8152, -3.9628], [7.2678, 3.0109, -3.9662], [7.5873, 3.7821, -2.8154], [6.4164, 4.0290, -2.1517], [4.4336, 3.4665, -2.6028], [5.2721, 2.2892, -4.6482], [7.9541, 2.6432, -4.7097], [8.5645, 4.1163, -2.5115], [6.2136, 4.5706, -1.2443], [-0.0694, -4.4010, -7.1669], [0.7513, -4.6635, -8.2298], [-0.0079, -5.2336, -9.2153], [-1.3404, -5.3142, -8.7288], [-1.3467, -4.7920, -7.4644], [0.2202, -3.9846, -6.3013], [1.7995, -4.4229, -8.1932], [0.3504, -5.5555, -10.1782], [-2.1961, -5.7102, -9.2489], [-2.1454, -4.6640, -6.7537], [-5.7700, -1.8676, -9.8655], [-5.7227, -2.9471, -10.7042], [-4.6205, -3.6877, -10.3717], [-3.9786, -3.0316, -9.2862], [-4.7130, -1.9132, -8.9966], [-6.4717, -1.1519, -9.8848], [-6.4729, -3.0937, -11.4616], [-4.3083, -4.5995, -10.8525], [-3.0841, -3.3446, -8.7801], [-4.5750, -1.1490, -8.2510]],
  "total_energy_ha": -3392.229889,
  "total_charge": 0,
  "homo_energy_ev": -7.99,
  "lumo_ev": -0.46,
  "homo_lumo_gap_ev": 7.5
}